(1)
2 unconnected molecules or ions with the total composition C4H7N3 at a distorted geometry, computed with ωB97M-V with the def2-TZVPD basis set.

Last column: natural (NBO) charge in e.
CARTESIAN COORDINATES (ANGSTROEM)
C: -2.1713 0.0140 0.3237  -0.68
C: -0.7618 -0.4267 0.5297  0.22
N: 0.2242 0.3007 0.1814  -0.46
C: 1.5052 -0.1793 0.4828  0.31
N: 1.7985 -0.7528 1.5779  -0.58
C: 2.4903 0.1004 -0.5628  0.21
N: 3.3075 0.2843 -1.3607  -0.26
H: -2.2045 0.9519 -0.2342  0.24
H: -2.6600 0.1518 1.2956  0.24
H: -2.7354 -0.7577 -0.2118  0.23
H: -0.6584 1.3811 -2.6524  -0.02
H: -0.5938 -1.4048 0.9990  0.18
H: -0.3305 1.3252 -1.9854  0.01
H: 2.7900 -0.9881 1.6172  0.36

Forces on atoms 1 to 2 (eV/Å):
0.0241 0.0691 -0.0380
0.0817 0.1129 -0.0450

Output
highest occupied orbital energy = -10.81 eV
calculated total energy = -8729.6612 eV
SMILES = [H]/N=C(C#N)/N=C/C.[H][H]
Kohn-Sham gap = 10.61 eV
LUMO = -0.208 eV

---

(2)
A molecular structure, C23H20B11Br7Cl2IN4NaO3 at a distorted geometry, computed with ωB97M-V with the def2-TZVPD basis set.

Last column: Mulliken charge in e.
CARTESIAN COORDINATES (ANGSTROEM)
Na: -0.7634 -1.2786 1.1443  0.65
Br: -0.4665 1.3368 2.0868  -0.42
B: -0.8160 1.1664 3.9721  0.51
B: 0.3166 1.7226 5.2158  0.33
C: -0.0938 0.8200 6.6174  -0.69
B: -0.1442 0.0083 5.1382  1.01
B: -1.3427 -0.3202 6.3953  1.26
B: -1.7311 1.1861 7.2989  0.39
B: -0.7427 2.4712 6.5757  1.38
B: -1.1441 2.7341 4.9200  -0.63
Br: -1.2021 4.4777 4.0092  -0.37
B: -2.4430 2.2880 6.1103  0.53
Br: -3.9230 3.4995 6.6332  -0.39
B: -2.7414 0.5326 6.0426  -0.27
Br: -4.5039 -0.3343 6.1183  -0.36
B: -1.7863 -0.0444 4.7399  1.03
Br: -2.4389 -1.4133 3.4422  -0.41
B: -2.4744 1.5540 4.5233  -2.14
Br: -3.8693 1.8196 3.0863  -0.25
H: 1.4702 2.0801 5.0214  -0.30
H: 0.7567 0.8478 7.3108  0.59
H: 0.7278 -0.7624 4.9009  -0.39
H: -1.2826 -1.2995 7.0361  -0.36
H: -1.9356 1.0602 8.4707  -0.26
H: -0.2191 3.2796 7.2646  -0.35
Br: 0.3297 3.8467 -8.5689  -0.12
C: 1.4101 3.3012 -7.1324  0.11
C: 2.8330 3.5454 -7.1912  -0.58
C: 3.5630 3.2411 -6.0767  -0.36
C: 2.9697 2.6858 -4.9810  0.23
C: 1.6460 2.3052 -4.9652  0.05
C: 0.8863 2.6433 -6.0483  -0.45
N: 3.8383 2.2095 -3.9618  -1.28
N: 3.4019 1.5372 -3.0648  0.98
C: 3.1279 0.7069 -2.1771  0.91
C: 2.9464 1.0045 -0.6958  -1.28
C: 2.6041 -0.0208 0.1041  -0.41
C: 2.1962 -1.3571 -0.3268  0.52
O: 1.5455 -2.0810 0.4016  -0.75
C: 2.5899 -1.7302 -1.7548  0.54
N: 2.4494 -2.9356 -2.1163  -0.57
C: 2.6461 -3.3132 -3.3706  -0.62
C: 3.1471 -2.4546 -4.2938  -0.42
C: 3.3091 -1.1348 -3.9421  -0.95
C: 3.0301 -0.6986 -2.6487  1.25
H: 3.1974 3.9322 -8.0923  0.49
H: 4.5601 3.5847 -6.0080  0.47
H: 1.2167 1.7417 -4.0953  0.36
H: -0.1987 2.4913 -6.0585  0.42
H: 3.2312 1.9586 -0.3053  0.57
H: 2.4924 0.2580 1.1514  0.58
H: 2.4511 -4.3653 -3.6484  0.39
H: 3.3938 -2.7081 -5.3777  0.33
H: 3.7063 -0.5090 -4.6685  0.55
I: -1.2299 -5.0585 2.3321  0.05
C: -2.2012 -4.4304 0.5438  -0.16
C: -2.7172 -5.3776 -0.3255  -0.40
C: -3.5076 -4.9506 -1.4055  -0.33
C: -3.5972 -3.5980 -1.5888  -0.62
C: -2.9128 -2.7446 -0.7799  -0.32
N: -2.2203 -3.1497 0.3238  -0.01
H: -2.6674 -6.4539 -0.1267  0.35
H: -4.0290 -5.6618 -2.0328  0.40
H: -4.2700 -3.1559 -2.3522  0.35
H: -2.9803 -1.6722 -0.8244  0.63
Cl: -2.1372 1.9569 -2.7756  -0.18
C: -1.9101 0.1850 -2.8069  0.52
Cl: -1.9083 -0.4495 -4.4696  -0.21
C: -0.5328 -0.0368 -2.0458  -0.20
O: 0.5026 0.2375 -2.7043  -0.41
O: -0.6947 -0.3963 -0.8684  -0.57
H: -2.7138 -0.3602 -2.2542  0.01

Forces on atoms 1 to 2 (eV/Å):
0.0078 -0.3035 -0.0903
0.5107 -0.0091 -0.5467

Output
highest occupied orbital energy = -8.74 eV
calculated total energy = -571586.7702 eV
Kohn-Sham gap = 5.80 eV
LUMO = -2.934 eV